{
  "formula": "C31H70BINO19S5",
  "method": "ωB97M-V with the def2-TZVPD basis set",
  "gap_ev": 7.44,
  "charge": 1,
  "de_lowest_kcal_mol": 72.5,
  "molar_mass_g_mol": 1058.94,
  "e_tot_ha": -5020.536717,
  "symbols": ["I", "S", "S", "S", "S", "S", "O", "O", "O", "O", "O", "O", "O", "O", "O", "O", "O", "O", "O", "O", "O", "O", "O", "O", "O", "N", "C", "C", "C", "C", "C", "C", "C", "C", "C", "C", "C", "C", "C", "C", "C", "C", "C", "C", "C", "C", "C", "C", "C", "C", "C", "C", "C", "C", "C", "C", "C", "B", "H", "H", "H", "H", "H", "H", "H", "H", "H", "H", "H", "H", "H", "H", "H", "H", "H", "H", "H", "H", "H", "H", "H", "H", "H", "H", "H", "H", "H", "H", "H", "H", "H", "H", "H", "H", "H", "H", "H", "H", "H", "H", "H", "H", "H", "H", "H", "H", "H", "H", "H", "H", "H", "H", "H", "H", "H", "H", "H", "H", "H", "H", "H", "H", "H", "H", "H", "H", "H", "H"],
  "positions_angstrom": [[-1.4417, -0.6866, -0.6299], [-7.3858, -1.4738, 2.7043], [-5.1088, 3.8217, 3.8122], [7.9256, -3.2874, 1.8115], [2.6654, -8.7102, -0.9964], [5.4140, 7.8375, -4.3210], [8.0649, -4.7079, 1.6711], [6.9957, -2.5387, 1.0112], [4.2088, 8.3215, -3.3676], [3.9725, -9.5407, -1.4289], [-6.0028, 4.5596, 2.9670], [5.8090, 6.5132, -3.9327], [5.0872, 8.1571, -5.6805], [3.6233, -1.2842, -1.7390], [-0.4027, 3.2748, -2.8464], [-5.4280, 4.1751, 5.3455], [-7.0206, -2.8037, 3.1020], [2.8178, -8.2796, 0.3645], [7.6791, -2.9376, 3.3622], [-4.9479, 2.3988, 3.6827], [-8.6397, -0.9910, 3.5885], [-1.9587, 2.6984, -0.1289], [2.3300, -7.7890, -2.0459], [-7.6288, -1.1387, 1.3283], [-3.7741, 3.3260, -1.6228], [-0.4145, 0.3210, -2.1114], [-9.9421, -1.4863, 3.2519], [-3.5049, 4.5605, 3.7330], [5.8312, -8.2337, -0.5223], [-1.2824, 1.0166, -3.1607], [6.3732, -3.1541, 3.9096], [-10.1134, -2.9425, 3.6430], [-2.4221, 0.1112, -3.7842], [0.7020, 2.7210, -2.1458], [-7.0535, 2.4756, 6.0249], [9.5294, -2.5607, 1.6610], [6.0770, -4.6300, 4.1033], [-4.4568, 3.4476, -0.3460], [5.1637, -8.8137, -1.7559], [-6.1906, -0.3532, 3.3656], [-3.9283, 0.5580, -3.5466], [-4.7484, -1.5491, -2.1109], [2.7613, 6.3599, -3.2129], [6.6398, 8.9707, -3.7409], [4.1265, -3.6832, -1.6274], [2.5738, 3.6968, -0.6183], [-1.6336, 2.5174, -2.8272], [2.0938, 0.5676, -2.0020], [0.6770, 1.2373, -1.6219], [1.0089, 3.6745, -0.8730], [3.7677, 3.6494, -0.3353], [2.4225, -0.7328, -1.1553], [-6.7578, 3.9519, 5.8369], [4.2327, -2.2661, -0.8582], [2.8964, 7.8147, -3.6249], [1.5161, -10.0527, -1.0209], [-4.6044, 0.0534, -2.2022], [-2.4316, 2.8577, -1.4764], [-10.6644, -0.8808, 3.8027], [5.6142, -2.6777, 3.2823], [-5.6786, 0.4439, -2.2189], [1.4109, -10.4134, -2.0423], [7.5780, 8.7180, -4.2336], [-4.1513, 0.5036, -1.2575], [3.0625, 6.2261, -2.1712], [-8.0344, 2.3324, 6.4812], [1.7312, 6.0158, -3.3347], [6.0116, -9.0148, 0.2193], [-11.1369, -3.2746, 3.4598], [-10.1421, -1.3369, 2.1871], [-5.2258, -0.6057, 2.9274], [0.0709, -0.4180, -2.6589], [-4.5406, 0.1044, -4.3986], [6.8607, -5.1036, 4.6983], [-2.2606, 2.9055, -3.6993], [5.1160, -4.7699, 4.6018], [-9.4463, -3.5879, 3.0698], [-1.7298, 3.6173, 0.1494], [-4.3571, -1.8459, -1.0847], [2.6345, 7.9531, -4.6777], [3.7542, -2.2854, 0.1631], [3.9205, -4.5308, -0.9123], [1.8791, -10.8400, -0.3621], [1.6260, 2.8453, -2.8064], [2.2010, 8.4189, -3.0389], [3.2588, -3.6004, -2.3635], [-3.0873, 4.3313, 2.7530], [-4.0889, 1.6831, -3.6302], [5.8459, -9.5200, -2.2328], [0.6460, 1.2108, -0.4817], [-3.9836, 4.3092, 0.2122], [-5.8324, -1.8672, -2.1456], [-7.4910, 4.4204, 5.1748], [1.5575, -1.4581, -1.2785], [6.7802, -7.7609, -0.7815], [-9.8740, -3.0870, 4.6987], [-6.2938, 2.0093, 6.6564], [6.7450, 8.8557, -2.6632], [6.3487, -2.6542, 4.8798], [5.0807, -3.8239, -2.2172], [-2.2938, 0.0868, -4.9204], [5.3403, -2.0126, -0.8013], [9.8996, -2.7887, 0.6620], [2.0577, 0.2399, -3.1000], [-3.6017, 5.6372, 3.8588], [9.4472, -1.4838, 1.7953], [-6.1492, -0.4783, 4.4466], [10.1874, -3.0004, 2.4088], [-6.8278, 4.4561, 6.8022], [-4.5298, 2.4897, 0.2449], [2.9282, 1.3408, -1.9567], [0.7310, 4.7548, -1.0842], [-0.5203, 1.1179, -4.0183], [0.5624, -9.6740, -0.6548], [0.5595, 3.2880, 0.0856], [-6.4689, 0.6633, 3.0996], [-2.3608, -0.9939, -3.4913], [6.3395, 9.9841, -3.9999], [-2.8784, 4.1290, 4.5123], [4.6938, 3.3926, 0.2517], [6.0359, -5.1548, 3.1477], [5.2016, -7.4788, -0.0489], [2.6026, -0.4093, -0.0816], [-4.1971, -2.0676, -2.9484], [3.4010, 5.7161, -3.8185], [4.9433, -8.0333, -2.4898], [-7.0498, 1.9461, 5.0712], [-5.5313, 3.7670, -0.5578]],
  "atomic_forces_ev_per_a": [[-0.093, -0.237, 0.432], [-0.051, 0.405, 0.692], [0.298, 0.487, 0.805], [0.594, 0.152, 0.580], [0.189, -0.789, -0.066], [0.144, 0.447, 0.410], [-0.363, 0.345, -0.227], [-0.081, -0.403, 0.127], [0.555, 0.126, -0.115], [-0.751, -0.028, 0.085], [0.027, -0.536, 0.012], [-0.218, 0.178, -0.361], [-0.080, -0.414, 0.261], [-1.202, 0.588, 1.659], [-0.206, -0.794, 0.017], [0.576, 0.022, -0.680], [-0.124, 0.180, -0.473], [-0.096, 0.293, -0.419], [0.399, 0.148, -0.582], [-0.224, 0.336, -0.285], [0.715, 0.170, -0.184], [0.662, 1.199, -1.836], [0.207, 0.128, 0.408], [-0.006, -0.393, 0.160], [2.455, -1.296, 0.983], [-0.066, 0.321, -1.350], [-0.813, -0.558, -0.211], [0.038, 0.080, 0.170], [-0.153, 0.132, 0.219], [0.183, 0.349, -2.347], [-0.828, -0.389, 0.313], [0.225, -0.219, -0.040], [-0.967, -0.377, -0.509], [1.071, 1.392, 0.974], [0.127, -0.214, -0.192], [0.001, 0.109, 0.132], [0.065, -0.218, -0.216], [-1.653, 1.159, 0.109], [0.795, 0.593, 0.000], [-0.236, 0.051, 0.033], [-0.625, -0.109, 0.138], [0.140, 0.769, 0.681], [0.194, -0.250, -0.005], [-0.102, 0.109, 0.120], [-0.340, 0.876, 0.290], [-0.143, -0.291, 0.388], [-0.085, -0.692, -0.284], [-0.291, -0.362, -0.625], [2.526, -0.280, 1.274], [2.581, 0.132, -0.147], [-1.371, -0.748, 0.943], [0.474, 1.108, -1.014], [-0.966, -0.361, 0.289], [0.954, -1.414, -1.160], [-0.727, -0.476, -0.196], [0.088, -0.128, -0.081], [-1.180, -0.097, -0.344], [-2.748, 0.225, 0.840], [0.351, 0.185, 0.030], [0.175, 0.008, -0.106], [1.485, -0.260, 0.036], [0.048, 0.036, 0.053], [-0.124, -0.082, -0.049], [-0.365, -0.645, -1.310], [-0.053, 0.032, -0.046], [0.062, 0.115, 0.035], [-0.037, 0.146, -0.003], [0.051, 0.027, -0.096], [0.001, 0.139, 0.036], [0.199, 0.043, 0.038], [-0.108, -0.047, -0.036], [-0.410, 0.337, 0.550], [0.860, 0.547, 1.088], [-0.086, 0.072, 0.025], [0.941, -0.578, 1.091], [0.061, 0.113, 0.048], [-0.065, 0.047, 0.014], [-0.248, -0.955, 0.222], [-0.400, -0.095, -1.438], [0.190, 0.034, 0.024], [0.517, 0.100, -1.096], [0.449, 0.807, -0.874], [0.018, 0.085, -0.040], [-1.437, -0.270, 0.589], [0.339, 0.184, 0.007], [1.117, -0.234, 0.986], [-0.142, -0.065, 0.022], [0.446, -1.426, 0.079], [-0.357, -0.179, 0.021], [-0.303, 0.299, -1.554], [-0.588, -1.175, -0.215], [1.264, 0.436, -0.039], [0.195, 0.010, -0.089], [0.868, 0.517, 0.574], [-0.024, -0.102, -0.073], [-0.090, 0.044, -0.051], [-0.088, 0.069, 0.037], [-0.042, -0.023, -0.078], [0.330, 0.124, -0.183], [-1.176, -0.131, 0.723], [0.155, 0.253, 1.574], [-1.571, -0.153, 0.337], [-0.137, -0.050, 0.030], [-0.030, 0.492, 1.213], [-0.039, -0.072, 0.020], [-0.026, -0.071, 0.016], [-0.024, -0.015, -0.078], [-0.093, 0.000, -0.035], [0.350, 0.126, -0.180], [0.517, 1.056, -0.641], [-1.148, -1.038, 0.285], [-0.004, -1.460, 0.121], [-0.892, 0.020, 1.216], [0.110, 0.098, -0.012], [0.261, 0.524, -1.110], [0.031, -0.098, 0.011], [0.275, 1.501, -0.121], [-0.023, -0.077, 0.008], [-0.079, 0.013, -0.036], [-1.297, 0.733, -1.427], [-0.025, 0.043, 0.059], [0.056, -0.026, -0.051], [-0.403, -0.658, -1.057], [-0.478, 0.434, 1.057], [-0.045, 0.041, 0.030], [-0.179, -0.079, 0.065], [-0.073, 0.055, 0.056], [1.490, -0.411, 0.095]]
}